A 2-piece molecular cluster, C3H10N3O overall in a non-equilibrium geometry, computed with the ωB97M-V functional and the def2-TZVPD basis.

```
17
Properties=species:S:1:pos:R:3:forces:R:3
C 2.6305 1.0001 -0.2235 0.494 2.532 -0.949
C -1.6775 -0.3300 -0.6527 -1.484 0.247 1.110
C -0.2023 -1.7246 0.7955 -0.010 -1.492 0.597
N 1.7152 0.0557 0.1690 -2.370 -3.072 1.461
N -0.3916 -0.5758 -0.1023 0.541 -2.649 1.637
N 0.5560 0.2264 -0.3189 1.390 1.945 -1.376
O -2.4014 1.7854 0.5008 -1.719 -0.414 1.805
H 3.5632 0.4839 -0.5573 -0.222 0.737 0.749
H 2.2007 1.4918 -1.1518 0.709 0.233 0.896
H 2.7114 1.7563 0.6632 0.721 -0.925 -1.735
H -2.2198 0.5960 -0.0836 0.626 -0.009 0.390
H -1.6644 0.1426 -1.5739 0.586 0.441 -2.182
H -2.4022 -1.1166 -0.6231 0.271 -1.154 -0.002
H -0.6613 -2.6480 0.3023 0.455 1.226 0.655
H 0.8751 -1.9760 1.0534 -1.241 0.756 -0.850
H -0.6876 -1.5820 1.8027 0.126 0.093 -1.046
H -1.9441 2.4149 0.0004 1.126 1.505 -1.160
```
Positions in Å, forces in eV/Å.

The charge is -1. Its relative energy (zero: lowest compared OMol25 entry of this formula, charge and spin) is 428.0 kJ/mol.

Atom charges from the natural (NBO) analysis, given in e for atoms 1 to 4: -0.422, -0.599, -0.464, -0.437


One molecule with the formula C22H21N5O4S2 in a non-equilibrium geometry, computed with the ωB97M-V functional and the def2-TZVPD basis.

```
54
Properties=species:S:1:pos:R:3:forces:R:3
C -3.3471 -3.6034 1.2870 0.073 0.098 0.038
C -3.2211 -2.2239 0.7564 0.132 0.700 -0.275
N -2.4183 -1.3451 1.2948 0.181 -0.798 0.860
O -2.5361 -0.1852 0.5754 -0.288 0.154 -0.667
C -3.4291 -0.3841 -0.4080 -0.132 -1.369 0.566
N -3.6531 0.6567 -1.2704 0.216 0.960 0.219
S -3.7624 2.2418 -0.6145 -0.208 -0.357 -0.291
O -4.1705 3.0395 -1.7282 0.258 -0.035 -0.202
O -4.5907 2.2080 0.5515 0.380 -0.052 0.198
C -2.0715 2.5382 -0.1776 -0.666 -0.019 -0.113
C -1.1282 2.6384 -1.1808 0.032 0.037 0.057
C 0.2061 2.7870 -0.8526 0.070 -0.025 -0.175
C 0.5874 2.8226 0.4908 -0.226 0.053 -0.131
N 1.9144 2.9105 0.8935 -0.254 0.307 0.371
C 3.0415 2.8194 0.1176 0.093 0.433 0.271
O 3.0536 2.8392 -1.0874 -0.041 0.056 -0.153
C 4.3158 2.8154 0.9535 0.379 -0.573 -0.292
S 5.5393 1.6749 0.2382 0.154 0.417 0.086
C 4.5139 0.2759 0.0247 0.055 -0.141 0.029
N 3.2535 0.3837 0.4260 0.141 -0.238 0.133
C 2.4549 -0.6470 0.2260 0.210 -0.493 -0.253
C 2.8683 -1.8488 -0.3576 0.085 0.163 -0.017
C 4.1807 -1.9814 -0.7549 -0.065 0.312 0.133
C 5.0344 -0.8891 -0.5659 -0.967 0.073 0.289
C 6.3863 -0.9580 -0.9585 0.470 -0.061 -0.157
N 7.4850 -1.0388 -1.2770 0.372 0.008 -0.099
C 1.7306 -2.8181 -0.4197 -0.030 -0.165 -0.040
C 0.4968 -1.9311 -0.1763 -0.060 -0.064 0.066
C 1.0093 -0.7073 0.5994 -0.222 -0.006 0.028
C -0.3884 2.7483 1.4904 -0.037 0.030 -0.139
C -1.7185 2.6028 1.1561 0.046 0.070 0.100
C -3.9122 -1.6675 -0.3547 0.190 0.781 -0.140
C -4.9075 -2.3317 -1.2383 0.183 0.013 0.078
H -3.0800 -4.3264 0.5178 0.014 -0.093 -0.005
H -2.6935 -3.7257 2.1450 0.026 -0.076 0.070
H -4.3757 -3.7937 1.5884 -0.049 -0.070 0.044
H -4.3496 0.4764 -1.9775 -0.096 0.174 -0.110
H -1.4497 2.5986 -2.2089 0.071 -0.008 -0.184
H 0.9591 2.8544 -1.6197 -0.016 0.018 -0.012
H 2.0454 2.8645 1.8944 0.106 -0.062 -0.220
H 4.1408 2.5292 1.9895 -0.087 0.103 -0.018
H 4.7876 3.7976 0.9085 -0.040 -0.004 0.021
H 4.5572 -2.8872 -1.2076 0.044 -0.060 -0.034
H 1.6858 -3.3479 -1.3711 -0.012 -0.070 0.023
H 1.8412 -3.5628 0.3736 -0.032 -0.061 -0.022
H -0.2877 -2.4495 0.3695 -0.023 0.029 -0.085
H 0.0881 -1.6039 -1.1335 -0.033 -0.003 -0.021
H 0.4691 0.2031 0.3485 0.002 0.027 0.046
H 0.9151 -0.8601 1.6771 -0.020 0.036 0.077
H -0.0945 2.7860 2.5291 0.020 0.000 0.125
H -2.4889 2.5207 1.9048 -0.027 -0.043 0.166
H -5.6106 -2.9090 -0.6409 -0.139 -0.020 -0.063
H -5.4615 -1.5932 -1.8135 -0.146 -0.044 -0.080
H -4.4144 -3.0132 -1.9321 -0.086 -0.043 -0.099
```
Positions in Å, forces in eV/Å.

The SMILES is Cc1noc(NS(=O)(=O)c2ccc(NC(=O)CSc3nc4c(cc3C#N)CCC4)cc2)c1C. Its relative energy (zero: lowest compared OMol25 entry of this formula, charge and spin) is 296.0 kJ/mol.

Atom charges from the natural (NBO) analysis, given in e for atoms 1 to 4: -0.648, 0.178, -0.157, -0.305


A 4-piece molecular cluster, C2H11O3S overall in a non-equilibrium geometry, computed with the ωB97M-V functional and the def2-TZVPD basis.

```
17
Properties=species:S:1:pos:R:3:forces:R:3
C 1.7980 1.1520 -0.9545 -1.389 -0.717 -1.990
C 1.0500 -0.1369 -1.3837 0.292 -1.062 -0.111
S 0.2897 -1.1738 -0.0738 -0.228 0.419 0.217
H 1.0541 1.6573 -0.3359 0.795 0.368 0.416
H 2.8251 1.0159 -0.6338 -0.212 -0.080 0.750
H 1.8543 1.6661 -1.9324 0.202 0.480 0.465
H 0.2776 0.1237 -2.1209 0.023 0.211 0.333
H 1.7000 -0.8281 -1.9427 0.178 0.361 0.109
H -0.9692 1.6594 1.3369 0.706 -0.675 0.666
H -1.4233 0.3877 0.4533 0.987 0.037 0.336
O -1.4323 1.3621 0.5680 -1.442 0.841 -0.921
H -2.7389 2.6733 0.8568 -1.102 -0.145 0.029
H -2.3951 3.9687 0.4751 -0.636 0.742 -0.058
O -3.2042 3.5505 0.8165 1.641 -0.653 -0.137
H 2.2804 -3.5496 1.1607 0.245 0.546 0.110
H 0.8759 -3.2825 0.5871 0.570 0.187 -0.192
O 1.5228 -3.9895 0.7940 -0.632 -0.860 -0.023
```
Positions in Å, forces in eV/Å.

The charge is -1. Its relative energy (zero: lowest compared OMol25 entry of this formula, charge and spin) is 87.6 kJ/mol.

Atom charges from the natural (NBO) analysis, given in e for atoms 1 to 4: -0.634, -0.501, -0.734, 0.218


C37H57ILaN5OP2Si3 as an isolated structure in a non-equilibrium geometry, computed with the ωB97M-V functional and the def2-TZVPD basis.

```
107
Properties=species:S:1:pos:R:3:forces:R:3
La 0.6497 1.7351 0.3643 0.933 -0.622 0.898
C 2.0035 1.1027 4.7020 0.067 -0.150 -0.096
Si 2.5484 -0.2916 3.5305 -0.005 0.401 0.416
C 4.4595 -0.1550 3.4526 -0.195 0.019 -0.180
C 2.2919 -1.8801 4.5607 -0.020 0.071 -0.253
N 1.6760 -0.1651 2.0737 -0.032 -0.827 -0.277
P 1.5526 -1.2594 0.8810 0.614 -0.007 -0.351
C 0.7411 -0.8088 -0.5490 -0.766 -0.674 1.362
P -0.9530 -0.9839 -0.6161 0.244 -0.130 -0.898
N -1.8585 -0.0282 0.2962 0.323 -0.206 -0.265
Si -3.5086 0.2936 0.4955 -0.177 0.449 0.213
C -3.7482 1.9171 1.4507 0.049 -0.166 -0.016
C -4.5231 0.5662 -1.0912 0.222 -0.189 0.027
C -4.3801 -1.0612 1.5402 0.020 0.078 -0.107
C -1.2987 -0.6626 -2.4133 -0.046 0.135 0.044
C -1.5248 0.6501 -2.8159 -0.079 -0.100 0.076
C -1.6576 0.9729 -4.1586 -0.023 0.024 -0.015
C -1.5781 -0.0180 -5.1252 0.006 0.048 -0.056
C -1.3691 -1.3345 -4.7370 0.009 -0.052 0.016
C -1.2292 -1.6523 -3.3935 0.027 0.038 0.043
C -1.6226 -2.7211 -0.6277 0.098 0.085 0.098
C -2.9986 -2.9200 -0.7159 0.083 0.035 0.085
C -3.5303 -4.1960 -0.8125 -0.083 -0.031 -0.027
C -2.6893 -5.3012 -0.8244 0.015 -0.017 0.011
C -1.3157 -5.1138 -0.7829 -0.010 -0.053 -0.023
C -0.7914 -3.8306 -0.7059 -0.011 -0.007 -0.090
C 3.2711 -1.6412 0.3174 0.000 -0.007 -0.033
C 3.6893 -1.1173 -0.9058 0.031 -0.043 -0.038
C 4.9934 -1.2972 -1.3439 0.111 -0.021 -0.028
C 5.9010 -2.0120 -0.5728 -0.032 0.002 0.013
C 5.4956 -2.5378 0.6454 0.078 -0.066 0.032
C 4.1950 -2.3438 1.0884 -0.074 0.093 -0.016
C 1.0188 -2.8331 1.6735 -0.319 0.010 -0.080
C -0.1448 -2.7194 2.4384 0.091 0.032 -0.023
C -0.7114 -3.8246 3.0494 -0.033 -0.039 0.021
C -0.1161 -5.0710 2.9099 0.011 -0.017 0.006
C 1.0260 -5.2025 2.1332 -0.021 -0.091 0.035
C 1.5820 -4.0957 1.5069 -0.023 0.084 0.008
H 2.8258 1.3644 5.3748 -0.032 -0.007 0.031
H 1.1625 0.7917 5.3313 -0.027 -0.015 -0.022
H 1.7140 2.0081 4.1631 0.068 -0.009 -0.009
H 4.8201 0.4433 4.2944 -0.037 0.012 0.009
H 4.8115 0.3129 2.5316 0.019 -0.065 0.042
H 4.9344 -1.1356 3.5244 0.003 -0.015 -0.022
H 2.8842 -1.8154 5.4793 0.025 0.071 -0.016
H 2.6055 -2.7781 4.0214 -0.014 -0.031 0.043
H 1.2453 -2.0188 4.8406 -0.010 0.005 -0.011
H -2.9954 2.6498 1.1494 -0.028 -0.014 -0.057
H -3.6915 1.7847 2.5349 0.011 -0.033 -0.007
H -4.7328 2.3379 1.2234 -0.017 -0.021 0.010
H -4.2460 1.5331 -1.5204 0.027 -0.011 -0.006
H -5.5956 0.5830 -0.8751 0.002 0.013 0.070
H -4.3410 -0.1943 -1.8561 -0.013 0.033 -0.004
H -3.6834 -1.8660 1.7860 0.004 0.015 0.004
H -5.2248 -1.5099 1.0079 0.003 -0.011 0.017
H -4.7641 -0.6496 2.4779 0.007 0.050 -0.014
H -1.6065 1.4306 -2.0688 0.017 0.033 -0.056
H -1.8247 2.0047 -4.4456 0.027 0.014 0.011
H -1.6711 0.2355 -6.1756 -0.022 -0.015 0.004
H -1.3088 -2.1207 -5.4818 0.005 0.012 -0.009
H -1.0543 -2.6819 -3.1091 0.008 -0.028 -0.009
H -3.6566 -2.0603 -0.7231 -0.026 -0.099 -0.026
H -4.6031 -4.3336 -0.8909 -0.002 0.030 0.041
H -3.1035 -6.3017 -0.8780 -0.001 0.005 -0.021
H -0.6490 -5.9682 -0.8187 0.007 0.015 0.005
H 0.2758 -3.6750 -0.7436 0.087 0.033 0.073
H 2.9704 -0.5663 -1.5023 -0.037 -0.027 -0.003
H 5.3095 -0.8877 -2.2966 -0.054 0.055 0.016
H 6.9198 -2.1511 -0.9157 -0.004 -0.018 -0.004
H 6.1977 -3.0975 1.2541 -0.012 0.029 0.021
H 3.8962 -2.7361 2.0531 0.021 -0.032 0.018
H -0.5942 -1.7360 2.5354 -0.054 -0.040 0.058
H -1.6184 -3.7223 3.6339 0.002 0.040 -0.013
H -0.5457 -5.9377 3.3986 -0.009 -0.004 -0.024
H 1.4785 -6.1801 2.0065 0.022 0.017 -0.013
H 2.4502 -4.2259 0.8740 0.030 0.030 -0.007
N -0.8203 1.3996 2.8215 -0.265 0.036 -0.043
H -1.4445 0.6409 2.5647 0.066 -0.001 -0.069
H -1.3784 2.2103 3.0613 0.027 0.038 0.021
H -0.2796 1.1246 3.6307 0.118 0.058 -0.078
N 4.5015 2.8214 1.5567 0.222 -0.057 -0.094
N 3.7080 1.9055 0.7415 -0.121 0.290 0.013
H 4.4399 2.4432 2.4965 -0.091 0.063 0.107
H 3.9291 3.6594 1.6073 -0.071 0.040 0.075
H 4.3230 1.1327 0.5157 -0.016 -0.088 -0.119
H 3.5164 2.3764 -0.1443 0.040 -0.068 -0.104
C -2.3290 6.8529 -2.1325 0.095 -0.221 0.068
Si -2.0761 5.0913 -2.7914 -0.143 0.288 -0.280
C -0.8066 5.1965 -4.1973 0.023 -0.090 0.237
C -3.7279 4.6017 -3.5984 0.176 -0.072 0.208
C -1.5371 3.9540 -1.4897 -0.242 0.162 -0.205
C -1.1006 3.1779 -0.6407 -1.015 1.019 -0.623
H -2.6075 7.5447 -2.9322 -0.002 -0.038 -0.047
H -1.4118 7.2183 -1.6650 -0.003 -0.010 -0.002
H -3.1141 6.8753 -1.3730 0.011 -0.029 0.002
H -0.9208 6.0986 -4.8043 -0.109 0.016 0.033
H -0.8766 4.3318 -4.8611 -0.002 -0.037 0.024
H 0.2010 5.1974 -3.7768 0.013 0.005 0.000
H -4.0069 5.3195 -4.3751 0.053 0.036 -0.001
H -4.5342 4.5744 -2.8610 0.026 -0.014 0.011
H -3.6686 3.6125 -4.0593 0.006 0.001 0.031
I 1.2050 4.2332 2.2464 0.138 0.669 0.393
C 2.0527 2.2191 -2.7501 0.128 0.019 -0.282
O 1.9926 2.3848 -1.3859 -0.062 -0.140 -0.039
H 3.0977 2.1290 -3.1110 -0.051 0.000 0.009
H 1.6124 3.0690 -3.3012 -0.032 0.009 0.034
H 1.5246 1.3155 -3.1048 0.005 0.008 0.065
```
Positions in Å, forces in eV/Å.

The charge is -2. Its relative energy (zero: lowest compared OMol25 entry of this formula, charge and spin) is 84.1 kJ/mol.

Atom charges from the Löwdin analysis, given in e for atoms 1 to 4: 1.444, -0.208, 0.328, -0.183


One molecule with the formula C18H10FN7O2 in a non-equilibrium geometry, computed with the ωB97M-V functional and the def2-TZVPD basis.

```
38
Properties=species:S:1:pos:R:3:forces:R:3
N -1.8535 -0.4724 8.5718 0.397 -0.991 -2.256
C -1.6955 -0.8279 7.4685 -0.281 1.973 4.053
C -1.5730 -1.1039 6.1080 -0.607 -1.298 1.208
C -2.1763 -2.2349 5.6793 -2.406 -1.619 -0.192
N -2.3614 -2.5424 4.4139 1.980 -0.531 -1.051
C -1.5606 -1.9365 3.5009 0.276 1.826 1.710
C -0.8480 -0.7169 3.8860 -2.382 -2.278 1.298
O -0.0446 0.0740 3.1672 0.817 0.966 -1.475
C -0.4626 0.5646 1.9600 -1.084 -0.707 -4.823
C 0.6219 0.6033 0.8129 -0.432 -1.473 1.973
C 0.3459 0.7889 -0.5230 -2.897 -0.213 0.437
C 1.4249 0.6399 -1.5707 3.927 0.718 2.297
O 2.6129 0.5760 -1.1369 -2.458 -0.290 -0.859
N 1.1775 0.7227 -2.8743 -0.461 0.043 -0.178
C 1.9884 0.4924 -3.9851 1.020 -1.138 -1.027
C 3.3650 0.6248 -4.0235 0.713 -0.706 -1.243
C 4.1677 0.2860 -5.2410 -5.243 0.999 3.482
C 3.3559 0.0269 -6.2811 -1.949 0.206 -0.121
F 3.8353 -0.0518 -7.5076 0.509 -0.441 -1.148
C 1.9228 -0.0695 -6.1665 0.688 -0.267 0.210
N 1.2528 0.0418 -5.0401 0.995 1.002 -0.176
C -1.1246 0.9520 -0.8668 -0.034 -0.980 -0.250
N -1.7562 1.0723 -2.0658 -0.225 0.109 2.261
C -3.1121 1.1256 -1.6920 4.401 0.189 1.495
N -3.3196 1.0795 -0.4071 -0.296 -1.120 1.205
N -2.0993 0.8102 0.1543 1.522 1.390 -0.270
C -1.8166 0.6397 1.5475 0.685 -0.512 0.736
C -1.0175 -0.3043 5.2148 2.022 2.142 -2.550
H -2.7045 -2.8546 6.4049 0.082 0.047 -0.166
H -1.5247 -2.4574 2.5635 0.046 0.474 -0.632
H 1.6281 0.1388 1.1240 -1.477 1.383 -0.577
H 0.2532 0.8309 -3.1950 -1.706 0.035 0.061
H 3.7487 0.9567 -3.0832 0.893 0.035 0.163
H 5.1783 0.3555 -5.2672 2.796 0.216 -0.126
H 1.3258 -0.2719 -7.0468 0.233 -0.173 -0.174
H -3.8354 1.3872 -2.3609 -1.903 0.281 -1.622
H -2.7086 0.3985 2.2550 1.708 0.691 -1.633
H -0.6103 0.6559 5.5020 0.132 0.009 -0.039
```
Positions in Å, forces in eV/Å.

The SMILES is N#Cc1cncc(Oc2cc(C(=O)Nc3ccc(F)cn3)c3ncnn3c2)c1. Its relative energy (zero: lowest compared OMol25 entry of this formula, charge and spin) is 38.8 kJ/mol.

Atom charges from the natural (NBO) analysis, given in e for atoms 1 to 4: -0.271, 0.271, -0.222, 0.081


One molecule with the formula C3H5NO3, computed with the ωB97M-V functional and the def2-TZVPD basis.

```
12
Properties=species:S:1:pos:R:3:forces:R:3
N 1.6282 -0.5554 -0.4250 0.032 -0.019 -0.076
C 0.7767 -0.4770 0.6363 0.209 -0.021 -0.150
O 1.1442 -0.1554 1.7462 -0.027 -0.066 -0.025
C -0.7070 -0.7897 0.4053 -0.051 -0.163 -0.031
O -1.4191 0.4510 0.5475 0.066 0.220 -0.038
C -1.1487 1.3557 -0.3989 0.190 -0.019 -0.563
O -0.5444 1.1422 -1.4232 -0.344 0.072 0.631
H 1.2913 -0.5108 -1.3758 -0.239 0.006 0.265
H 2.5286 -0.1255 -0.2721 0.006 -0.152 0.071
H -0.9661 -1.2496 -0.5520 0.282 0.072 0.059
H -1.0456 -1.4252 1.2261 0.027 0.185 -0.144
H -1.5381 2.3399 -0.1143 -0.152 -0.114 0.001
```
Positions in Å, forces in eV/Å.

The SMILES is NC(=O)COC=O. Its relative energy (zero: lowest compared OMol25 entry of this formula, charge and spin) is 76.7 kJ/mol.

Atom charges from the natural (NBO) analysis, given in e for atoms 1 to 4: -0.810, 0.638, -0.591, -0.177